Record 1
Density functional theory data (ωB97M-V/def2-TZVPD) for C26H24InN7O6S as an isolated structure.

Output
lowest unoccupied orbital energy (alpha / beta) = -1.0 / -2.2 eV
total charge = 0

Each line ends with the natural charge from an NBO analysis.
CARTESIAN COORDINATES (ANGSTROEM)
In -0.15069 0.23793 0.52754  1.65
C -1.87413 -3.91090 0.11190  -0.67
C -1.63379 -2.42867 0.31253  0.20
N -0.48814 -1.91832 0.15945  -0.76
O 1.80568 -3.41912 1.35516  -0.74
C -2.80439 -1.61455 0.72176  0.13
C -4.21183 -2.12474 0.77177  -0.67
N -2.50715 -0.41293 1.07019  0.00
O -3.32108 0.45922 1.42175  -0.22
H -0.95258 -4.39251 -0.20024  0.24
H -2.64279 -4.07527 -0.64627  0.21
H -2.22087 -4.36801 1.04177  0.22
H 1.08465 -3.09292 0.76145  0.51
H -4.44632 -2.70440 -0.11872  0.23
H -4.90996 -1.29376 0.84693  0.24
H -4.35350 -2.77168 1.63970  0.24
O -4.08855 4.05161 -2.15688  -0.67
C -4.11477 2.92469 -2.82900  0.78
O -4.87746 2.71686 -3.74384  -0.60
C -3.14599 1.86343 -2.42085  -0.25
C -3.02607 0.66541 -3.09026  0.03
N -2.06052 -0.03663 -2.47401  -0.31
N -1.54221 0.63128 -1.44369  -0.29
C -2.18276 1.78561 -1.38518  0.06
C -1.83596 2.73092 -0.26438  0.79
O -2.35729 3.85306 -0.26179  -0.66
O -1.03097 2.29092 0.61239  -0.76
H -3.40389 4.03953 -1.41508  0.51
H -3.56674 0.30903 -3.95082  0.25
H -1.70363 -0.95029 -2.69472  0.43
S 4.45597 -1.58123 1.30781  0.32
C 3.58762 -2.44619 2.51135  -0.14
C 4.06681 -3.14335 3.59015  -0.27
C 3.17561 -3.53350 4.58808  -0.16
C 1.80641 -3.14757 4.54260  -0.24
C 1.29034 -2.49259 3.48052  -0.18
C 2.10907 -2.32946 2.23803  0.33
N 1.90258 -1.09422 1.50799  -0.51
C 2.93483 -0.71482 0.87648  0.21
C 2.92580 0.31058 -0.16127  -0.20
C 4.11620 0.70250 -0.77885  -0.17
C 4.09536 1.64543 -1.78868  -0.23
C 2.88603 2.20318 -2.17838  -0.17
C 1.70518 1.81976 -1.55400  -0.26
C 1.69098 0.86212 -0.54669  -0.35
H 5.12847 -3.32896 3.69396  0.22
H 3.53914 -4.08592 5.44394  0.21
H 1.17851 -3.38248 5.39363  0.21
H 0.24910 -2.20041 3.40893  0.20
H 5.05501 0.26240 -0.46238  0.21
H 5.01495 1.94979 -2.27120  0.22
H 2.86408 2.94218 -2.97028  0.21
H 0.77104 2.27789 -1.86156  0.21
C -1.65342 0.64113 4.11035  -0.67
C -0.47705 1.41520 3.63824  0.41
N 0.34242 1.09528 2.65403  -0.54
C 1.32096 2.06629 2.61432  -0.06
C 1.09074 2.97682 3.58944  -0.08
N -0.04258 2.54340 4.23831  -0.50
H -2.57487 1.06057 3.70957  0.25
H -1.71035 0.63934 5.19794  0.23
H -1.57153 -0.38443 3.75581  0.24
H 2.11443 2.03577 1.88748  0.24
H 1.62381 3.86485 3.87696  0.23
H -0.51127 3.02683 4.98305  0.42

Record 2
Density functional theory data (ωB97M-V/def2-TZVPD) for C26H24IrN2O7PS4 as an isolated structure.

Output
lowest unoccupied orbital energy = -0.5 eV
total charge = 0

Each line ends with the natural charge from an NBO analysis.
CARTESIAN COORDINATES (ANGSTROEM)
Ir -0.25244 -0.37954 0.49776  1.17
C 2.17463 0.88996 3.73935  -0.71
C 1.80030 0.91468 2.29283  0.74
O 0.60511 0.78410 1.97843  -0.62
N 2.76486 1.08192 1.38420  -0.57
C 2.49309 1.13178 -0.04719  -0.28
C 2.48379 -0.23888 -0.67082  0.22
C 3.54833 -0.67037 -1.43886  -0.24
C 3.54307 -1.94989 -1.97298  -0.13
C 2.46455 -2.76884 -1.70088  -0.24
C 1.43605 -2.28694 -0.91373  0.11
N 1.44063 -1.04537 -0.41229  -0.38
H 1.34990 1.29127 4.32280  0.26
H 3.08659 1.44661 3.94575  0.22
H 2.30458 -0.15760 4.02451  0.28
H 3.71898 1.01596 1.69884  0.41
H 3.25403 1.74652 -0.52252  0.23
H 1.52788 1.61746 -0.18780  0.28
H 4.37093 0.00799 -1.61831  0.23
H 4.36633 -2.29540 -2.58314  0.23
H 2.39774 -3.77520 -2.08692  0.24
H 0.57895 -2.89394 -0.66479  0.26
O -3.31741 -2.69448 -1.12212  -0.93
S -2.64721 -1.50080 -0.70723  2.39
O -2.69461 -1.25838 0.72371  -0.98
O -1.17979 -1.37734 -1.08577  -0.94
C -3.47196 -0.12104 -1.49985  -0.23
C -4.61289 -0.45343 -2.21370  -0.20
C -5.35840 0.51860 -2.86644  -0.19
C -4.95185 1.83804 -2.81997  -0.20
C -3.81016 2.18046 -2.10813  -0.17
C -3.06444 1.21719 -1.44493  -0.36
S -1.69257 1.86008 -0.48469  2.40
O -1.85576 1.33696 0.87778  -0.96
O -1.73766 3.28497 -0.59935  -0.93
O -0.44114 1.22099 -1.00500  -0.98
H -4.90807 -1.49202 -2.25142  0.25
H -6.25087 0.23459 -3.40784  0.22
H -5.51678 2.60857 -3.32715  0.22
H -3.48802 3.20980 -2.05066  0.25
S 0.33565 -4.27569 4.24843  -0.58
P -0.95343 -3.13710 3.32293  1.21
S 0.29012 -2.07975 2.01102  -0.45
C -2.28948 -4.08582 2.54342  -0.43
C -3.55530 -3.55073 2.32291  -0.18
C -4.55860 -4.34593 1.79351  -0.16
C -4.30601 -5.67223 1.47839  -0.20
C -3.04545 -6.20998 1.69400  -0.22
C -2.04133 -5.42128 2.23239  -0.16
C -1.78757 -1.94465 4.40985  -0.42
C -2.81636 -2.39342 5.23592  -0.18
C -3.39179 -1.53583 6.15741  -0.20
C -2.94614 -0.22455 6.26242  -0.20
C -1.92490 0.22675 5.44085  -0.23
C -1.34423 -0.63106 4.51792  -0.12
H -3.75905 -2.51959 2.55797  0.24
H -5.53958 -3.92329 1.62041  0.21
H -5.09550 -6.29091 1.07073  0.21
H -2.84568 -7.24628 1.45378  0.21
H -1.06016 -5.83504 2.42957  0.24
H -3.16122 -3.41783 5.16395  0.23
H -4.19143 -1.89084 6.79461  0.21
H -3.39952 0.44459 6.98240  0.21
H -1.58614 1.25247 5.51277  0.21
H -0.56175 -0.28189 3.85424  0.22

Record 3
Density functional theory data (ωB97M-V/def2-TZVPD) for one molecule with the formula C26H24N2O3.

Output
lowest unoccupied orbital energy = -0.3 eV
total charge = 0
structure (SMILES) = COc1ccc(/C=C(\C#N)C(=O)NCCc2ccccc2)cc1OCc1ccccc1

Each line ends with the natural charge from an NBO analysis.
CARTESIAN COORDINATES (ANGSTROEM)
C -5.93627 -1.19169 0.47506  -0.24
O -5.11787 -2.23840 -0.00024  -0.49
C -3.78491 -2.08247 -0.18202  0.30
C -3.15338 -3.19731 -0.73737  -0.25
C -1.80226 -3.21681 -0.98910  -0.16
C -1.02992 -2.07802 -0.74736  -0.14
C 0.37565 -2.09791 -1.05147  0.00
C 1.18666 -1.05068 -1.32889  -0.32
C 0.75995 0.27775 -1.47523  0.28
N 0.49827 1.38472 -1.64997  -0.34
C 2.65665 -1.31069 -1.45959  0.68
O 3.12769 -2.41183 -1.25798  -0.62
N 3.40279 -0.23327 -1.81362  -0.61
C 4.80653 -0.17646 -1.48037  -0.22
C 5.01132 0.60876 -0.16810  -0.43
C 4.02811 0.11017 0.85479  -0.02
C 2.82081 0.77038 1.04850  -0.25
C 1.85587 0.24344 1.88859  -0.15
C 2.08747 -0.94985 2.54898  -0.24
C 3.29546 -1.60476 2.37691  -0.20
C 4.25741 -1.07940 1.53411  -0.20
C -1.65154 -0.96203 -0.17822  -0.20
C -2.99857 -0.95400 0.13985  0.22
O -3.60631 0.09730 0.77386  -0.51
C -2.80158 1.07271 1.40120  -0.10
C -2.18065 2.09163 0.47493  0.02
C -2.68163 2.30159 -0.80070  -0.24
C -2.12089 3.26465 -1.62020  -0.19
C -1.06138 4.03007 -1.16877  -0.20
C -0.55868 3.82628 0.10471  -0.18
C -1.11446 2.86099 0.92277  -0.25
H -6.95369 -1.57713 0.40871  0.19
H -5.70967 -0.94055 1.51302  0.18
H -5.84470 -0.29546 -0.14084  0.18
H -3.77147 -4.05523 -0.94974  0.23
H -1.34240 -4.09826 -1.40834  0.22
H 0.85652 -3.07002 -1.06925  0.24
H 2.93161 0.65626 -1.90260  0.40
H 5.13862 -1.20947 -1.35898  0.23
H 5.36147 0.28993 -2.29852  0.20
H 4.84837 1.67258 -0.35416  0.21
H 6.03770 0.46730 0.17229  0.22
H 2.62313 1.69963 0.53137  0.22
H 0.91819 0.76524 2.01449  0.20
H 1.33013 -1.36956 3.19496  0.21
H 3.48312 -2.53528 2.89158  0.21
H 5.19024 -1.60423 1.38892  0.21
H -1.05253 -0.09270 0.03843  0.22
H -3.49448 1.58703 2.07957  0.21
H -2.02579 0.58901 2.01165  0.18
H -3.50927 1.70285 -1.15256  0.22
H -2.51298 3.41411 -2.61513  0.21
H -0.62190 4.77870 -1.81030  0.21
H 0.27238 4.41682 0.46152  0.21
H -0.72293 2.70356 1.91884  0.21

Record 4
Density functional theory data (ωB97M-V/def2-TZVPD) for one molecule with the formula C26H24N2O3.

Output
lowest unoccupied orbital energy = 0.5 eV
total charge = 0
structure (SMILES) = O=C1CCC/C(=N\NC(=O)c2ccc(COc3ccccc3-c3ccccc3)cc2)C1

Each line ends with the natural charge from an NBO analysis.
CARTESIAN COORDINATES (ANGSTROEM)
O -4.16029 0.72127 3.03403  -0.52
C -3.27062 0.16595 3.62160  0.61
C -3.21687 0.06106 5.12841  -0.53
C -2.09961 -0.85037 5.62002  -0.39
C -0.75458 -0.37308 5.08008  -0.49
C -0.80892 -0.17129 3.58691  0.24
N 0.12578 0.27272 2.85185  -0.24
N 1.33182 0.60366 3.34766  -0.45
C 2.38430 1.02233 2.57225  0.67
O 3.47641 1.15680 3.08638  -0.59
C 2.10470 1.26367 1.13756  -0.17
C 0.94475 1.88938 0.69313  -0.16
C 0.73695 2.07209 -0.65967  -0.25
C 1.66663 1.61752 -1.58554  0.08
C 1.41897 1.79097 -3.06153  -0.10
O 0.04593 1.85148 -3.40471  -0.52
C -0.48346 0.82253 -4.14323  0.31
C -1.28656 1.19813 -5.21765  -0.25
C -1.85455 0.25035 -6.04518  -0.20
C -1.60634 -1.09390 -5.82308  -0.25
C -0.82841 -1.47362 -4.74669  -0.13
C -0.27559 -0.53567 -3.87869  -0.14
C 0.43651 -1.03343 -2.68209  -0.08
C -0.08776 -0.79013 -1.41690  -0.19
C 0.52532 -1.31005 -0.29163  -0.20
C 1.67489 -2.07028 -0.41945  -0.21
C 2.20215 -2.32027 -1.67516  -0.23
C 1.58206 -1.81242 -2.80210  -0.17
C 2.84483 1.03373 -1.13857  -0.25
C 3.06743 0.86839 0.21308  -0.14
C -2.10345 -0.48882 2.90694  -0.55
H -3.07573 1.07492 5.51545  0.24
H -4.19148 -0.27705 5.48662  0.25
H -2.28795 -1.87534 5.29392  0.20
H -2.07789 -0.85229 6.71135  0.22
H -0.48572 0.57672 5.55664  0.22
H 0.02845 -1.09737 5.32869  0.23
H 1.55646 0.44972 4.33109  0.38
H 0.21076 2.23854 1.40168  0.22
H -0.16203 2.55202 -1.01572  0.23
H 1.84838 2.75498 -3.37535  0.20
H 1.92574 0.99919 -3.62400  0.20
H -1.44783 2.25200 -5.38496  0.22
H -2.47534 0.56137 -6.87194  0.21
H -2.02704 -1.84259 -6.47718  0.21
H -0.65658 -2.52141 -4.54458  0.21
H -0.98753 -0.19982 -1.32322  0.22
H 0.11555 -1.10657 0.68636  0.23
H 2.15974 -2.46936 0.45932  0.21
H 3.09747 -2.91641 -1.77767  0.21
H 1.98938 -2.01152 -3.78403  0.21
H 3.58327 0.69945 -1.85264  0.22
H 3.97877 0.41374 0.57072  0.23
H -2.27846 -1.56940 2.93695  0.24
H -2.07283 -0.17224 1.86447  0.26